Record 1
8 unconnected molecules or ions with the total composition C14H29N3O18 in a non-equilibrium geometry, computed with the ωB97M-V functional and the def2-TZVPD basis.

Geometry as XYZ:
```
64
C14H29N3O18 | the Open Molecules 2025 dataset | the ωB97M-V functional and the def2-TZVPD basis
O 1.1298 -0.0420 -0.2659
C -2.3001 4.5080 0.6177
O 2.4346 -1.2220 2.7287
H -1.3762 2.6382 0.7869
H 3.4219 -1.3818 -3.3425
H 2.0411 -0.5295 2.1929
N -1.8118 3.3070 1.4058
C 1.2820 -4.6596 -4.5751
C 2.6196 -3.2347 -2.9556
N 2.1365 -3.3762 -4.4221
O -2.4565 0.5102 -5.3917
H 1.7867 -1.3442 -2.7312
H -2.0567 1.2330 -2.5447
H 1.9714 -5.4803 -4.7729
N -1.6948 -1.4741 2.7976
C 2.0782 4.3157 0.3284
C -0.0522 -0.7471 4.6671
O 3.1689 -4.2400 -2.3317
H -1.2884 -1.8587 1.9568
H -0.6998 2.9388 3.4273
H -1.3316 4.1425 -1.3114
H -0.7020 0.0330 5.0638
H -1.7271 -0.4758 2.6477
O -2.5736 0.7731 -3.2102
C -0.8660 3.6489 2.6173
C -2.3215 1.2402 -4.4139
H 3.0904 -1.5645 -1.5401
H 0.1167 3.9077 2.2230
C -3.1511 -1.9988 2.9607
H -2.8965 3.4446 -1.1320
O -0.9983 -2.9960 4.5351
H 0.7101 -1.0568 5.3820
O -0.7565 -3.8360 -1.4431
C -0.8791 -1.8770 4.0545
C 0.3369 0.6749 0.4318
O -2.5288 5.6345 1.1305
H -1.2896 4.4990 3.1521
O 2.5852 3.1475 0.0614
O -0.5845 1.3587 -0.0997
H -0.5832 -1.0491 -0.8619
H -3.2644 -2.6675 2.1073
H 1.5759 -2.5986 -4.7401
H 0.7968 -4.8879 -3.6262
O 3.5955 -0.9915 0.9341
H -2.5938 2.8623 1.8651
H -3.7892 -1.1542 2.7008
C -0.8292 -2.7580 -0.8406
O 2.6778 5.0743 1.1717
O 0.6157 0.8296 1.6519
H 1.9969 -0.0487 0.1459
H -3.3819 -2.4428 3.9290
H -2.8876 5.2024 -1.2582
O -0.7939 -2.5931 0.3031
H 1.7855 2.6763 -0.1839
O 4.3677 -2.2674 2.5085
C 2.7727 -1.7767 -2.5610
C 3.4353 -1.5940 2.0301
O -2.0853 2.4414 -4.5283
O 1.0583 4.7567 -0.2105
C -2.3218 4.3417 -0.9016
H 0.7332 -4.4985 -5.5030
H 0.4043 -0.2383 3.8181
O -0.7722 -1.6350 -1.5985
H 2.9201 -3.5435 -5.0371
```

As for the largest force on an atom: 0.20511 hartree/bohr. The calculation puts the energy relative to the best compared isomer or geometry (same formula, charge and spin) at 584.5 kJ/mol. As for the spin multiplicity: 1. Its molar mass is 527.4 g mol⁻¹. The value obtained for the HOMO-LUMO gap is 4.245 eV. As for the charge: -2. As for the total energy: -2069.37833 hartree.

=====

Record 2
A molecular structure, C14H2Cl53F3GaO2S in a non-equilibrium geometry, computed with the ωB97M-V functional and the def2-TZVPD basis.

Geometry as XYZ:
```
76
C14H2Cl53F3GaO2S | the Open Molecules 2025 dataset | the ωB97M-V functional and the def2-TZVPD basis
Cl 1.4104 -9.6980 -6.3962
Cl 5.2908 -2.7271 -1.1791
O -1.1495 -1.9117 3.4227
Cl -1.5205 5.7084 -2.2635
Cl 0.2946 -2.9400 -4.7475
Cl 5.9886 -3.6475 1.4681
Cl -4.5892 8.8297 6.6241
Cl 0.0732 5.8393 0.3881
Cl -4.7116 -7.3496 -4.5147
C -0.9371 4.7198 1.3221
Cl 9.6055 -4.0673 -8.3123
Cl 7.0858 -2.9171 -7.5081
O -0.9095 0.1339 2.1756
Cl 3.8311 -7.9385 -5.3962
Cl -2.5799 -7.6100 -2.5980
Cl 3.6511 1.1227 5.8359
Cl -3.1793 7.6506 11.6915
Cl 1.3216 2.2842 4.5886
Cl 1.1337 -0.2842 5.8737
Cl -2.0688 5.6656 2.3038
Cl -0.1145 -5.7901 -4.5636
Cl -4.4253 9.8424 3.9239
Cl -0.8187 -10.3197 -8.1133
Cl 0.5491 -4.1320 0.8916
Cl 9.2518 -3.1033 -5.6172
Cl 6.6779 -8.1771 -5.8065
H -2.1839 -3.1754 -0.3162
Cl -4.3839 6.9999 4.4138
C 5.4136 -7.5928 -4.6997
Cl 4.7217 -1.0814 1.1217
Cl -7.2129 5.9855 -0.3991
Cl -2.1836 -8.4699 -5.3254
C 1.6718 7.3935 3.7066
F -3.8548 -1.2214 1.0547
C 4.7888 -2.7394 0.5231
C -3.3523 -0.9641 2.2690
Cl 2.5384 -4.6970 -4.2773
C 8.4555 -3.8961 -6.9787
Cl -4.9312 5.5805 10.7156
C -5.8883 6.0617 0.7713
Cl 0.0627 3.7255 2.3664
Cl 5.5851 -5.8614 -4.4451
Cl 0.1618 7.0845 -4.1514
H -0.1560 -1.5479 -0.7100
Cl 3.1920 -3.4811 0.6699
Cl -4.3496 6.0326 -0.0784
Cl 2.4696 6.1019 2.8174
Cl -5.2204 8.2818 9.7591
C -3.8803 8.5703 5.0288
Cl -6.0244 7.5477 1.7135
F -3.9017 -1.8048 3.1423
Cl 0.5891 -4.2819 -2.2103
C -1.4041 7.0965 -3.3340
Cl -0.4187 -11.8045 -5.6755
F -3.7027 0.2833 2.6027
Cl -2.6957 7.0436 -4.5400
Cl 0.6894 6.6911 4.9943
Cl -2.9229 6.7011 8.9864
Cl 5.5668 -8.4278 -3.1561
Ga -0.8956 -2.5070 0.2920
Cl -1.5564 8.5786 -2.3808
Cl -2.1234 8.6181 5.1517
Cl 0.6382 8.3283 2.6206
Cl 2.5892 -0.0165 3.4085
C -3.3463 -8.3420 -3.9986
Cl -1.8333 3.6579 0.2316
Cl 7.8776 -5.4843 -6.4787
Cl -3.9222 -9.9624 -3.5818
C 0.8234 -4.4234 -3.9411
Cl 2.8910 8.4629 4.4148
S -1.4734 -1.1952 2.2129
C 0.3894 -10.9951 -7.0167
Cl 1.3888 -12.1605 -7.8907
C -4.0597 7.0512 10.2829
Cl -5.9809 4.6717 1.8570
C 2.1708 0.7673 4.9209
```

As for the largest force on an atom: 0.02265 hartree/bohr. As for the spin multiplicity: 1. Its molar mass is 2240.0 g mol⁻¹. The value obtained for the HOMO-LUMO gap is 7.832 eV. As for the charge: -1. As for the total energy: -27697.82764 hartree.

=====

Record 3
A molecular structure, C14H30AgO4 in a non-equilibrium geometry, computed with the ωB97M-V functional and the def2-TZVPD basis.

Geometry as XYZ:
```
49
C14H30AgO4 | the Open Molecules 2025 dataset | the ωB97M-V functional and the def2-TZVPD basis
Ag -0.8758 0.7372 -1.3968
H 4.5574 -0.1465 -1.1423
H 1.7225 -0.9951 4.1987
H 6.8515 1.5661 -0.9222
H 1.6961 -4.8633 -5.5020
H -6.0366 0.4960 1.0841
H -0.0620 0.4938 6.1999
C 4.7816 0.7845 -0.6216
C -6.1581 2.2775 -0.3922
C -0.0079 -5.7971 -3.4729
H -0.3105 -1.9129 3.0544
H -7.2548 1.6284 1.3558
O -5.5116 1.7844 -1.5292
O 3.6496 1.6384 -0.5075
H -7.6165 3.8930 0.2168
H 6.0322 3.7255 -1.0898
H 1.9336 -3.2813 -4.9692
C 0.4375 0.5885 5.2358
C -6.6862 1.1817 0.5401
H -7.3051 0.4961 -0.0386
C -0.4260 1.2709 4.1781
H -5.3290 2.7890 0.0967
H -1.3222 1.6001 4.7040
H -0.9499 -5.7411 -2.9275
C 0.7983 -0.7853 4.7372
O -0.3691 -3.3905 -3.9032
C 5.3079 2.9801 -1.4182
H 0.8039 -1.5219 5.5406
H 0.1186 2.1568 3.8514
C -7.1650 3.4502 -0.6710
C 0.5528 -4.3845 -3.5485
O -0.5768 0.2065 3.1862
H 5.9809 1.2614 -2.4471
H -7.9749 3.1138 -1.3184
H -1.2701 -1.3598 4.3967
H 0.5868 -6.3999 -2.7866
H 5.0765 0.5023 0.3891
H 0.8588 -4.1897 -2.5206
C -0.4044 -1.1085 3.7839
H 2.7962 -4.4678 -4.1083
H -6.7223 4.3205 -1.1555
H 4.3504 3.2276 0.5071
H 5.1142 3.2762 -2.4492
C 4.1155 3.0294 -0.5387
H 3.3479 3.6832 -0.9528
H 1.2912 1.2152 5.4940
H -0.1308 -6.2956 -4.4344
C 1.8298 -4.2948 -4.5817
C 5.8741 1.5611 -1.4046
```

As for the largest force on an atom: 0.05710 hartree/bohr. The calculation puts the energy relative to the best compared isomer or geometry (same formula, charge and spin) at 578.4 kJ/mol. As for the spin multiplicity: 1. Its molar mass is 370.3 g mol⁻¹. The value obtained for the HOMO-LUMO gap is 2.871 eV. As for the charge: -1. As for the total energy: -999.05193 hartree.

=====

Record 4
A molecular structure, C14H30AlClF4N4P2S in a non-equilibrium geometry, computed with the ωB97M-V functional and the def2-TZVPD basis.

Geometry as XYZ:
```
57
C14H30AlClF4N4P2S | the Open Molecules 2025 dataset | the ωB97M-V functional and the def2-TZVPD basis
P 0.2528 -3.0208 1.3840
H 1.3894 4.1675 -3.1020
C -1.5649 -0.3591 0.7915
H 2.8575 4.9020 -2.5105
H -2.0484 0.5807 1.0379
H 1.2977 1.7876 -3.1997
H 2.6365 0.1644 2.3604
H -2.3911 3.2921 -2.9364
C -3.5941 2.1388 -0.2655
C -0.2803 0.6560 -1.1950
C 1.8420 1.5468 0.8845
Al 2.2859 -7.8927 3.8887
N -2.7931 -1.0531 -1.1511
H -2.8689 -2.5196 1.8437
H -4.3252 2.8856 -0.5645
F 3.7641 -8.3561 4.5513
N -0.3502 -0.1356 0.0350
H -1.0389 2.3772 -3.6875
H -1.3332 -0.8306 1.7441
C 1.9709 1.5729 -2.3719
H 1.4208 -0.3647 -1.8731
H -0.2551 -2.6342 2.6334
H 2.7820 1.8275 2.7969
H 1.9888 3.2542 -0.9906
C 2.4449 3.9810 -2.9110
F 1.1881 -9.1716 3.9424
F 2.5147 -7.4166 2.2709
H -0.6929 0.0945 -2.0276
H 2.7982 1.0203 -2.8115
C -2.2186 2.8134 -0.0756
N 1.2623 -1.6320 0.9639
H 2.6570 2.2020 0.6024
Cl 4.2586 2.6850 -1.3941
C -3.3568 -2.2503 0.9142
H -3.5239 -3.1357 0.3071
C 0.8794 -0.5241 0.3907
C 2.1108 1.1141 2.3285
H -3.9583 1.7158 0.6668
C -2.5950 -1.2389 0.0893
C 2.5411 2.8906 -1.8465
H -0.7735 -2.9176 0.4378
H -4.3418 -1.8379 1.1285
H -3.4998 -1.6947 -1.5052
H -2.3380 3.8927 -0.1490
H 1.2100 1.0741 2.9338
N 1.8628 0.4020 -0.0594
H 0.9251 2.1326 0.8118
H -2.3671 1.5382 -2.9062
S 1.2120 -4.6579 1.3497
H 2.2540 -1.7261 1.1443
H 2.9692 3.6914 -3.8148
H -1.8478 2.6512 0.9352
P -0.8524 2.4559 -1.2579
H -3.5781 1.3824 -1.0377
C -1.7386 2.4293 -2.8615
C 1.2904 0.6160 -1.4041
F 1.6589 -6.5660 4.7413
```

As for the largest force on an atom: 0.03948 hartree/bohr. As for the spin multiplicity: 1. Its molar mass is 486.9 g mol⁻¹. The value obtained for the HOMO-LUMO gap is 8.507 eV. As for the total energy: -2953.66743 hartree.